# 1
# C4H10N3

2 unconnected molecules or ions with the total composition C4H10N3 (the ωB97M-V functional and the def2-TZVPD basis, OMol25).

2S+1: 1
LUMO, eV: -5.85
Total charge: +1
Frontier orbital gap, eV: 8.6

Positions of all 17 atoms, in Å:
C1 0.527 -0.097 -1.588
C2 -0.664 0.297 -1.087
C3 -1.975 0.345 -1.872
C4 0.652 1.450 1.997
N1 0.978 -1.593 1.489
N2 0.007 1.017 1.005
N3 -0.788 0.709 0.194
H1 1.283 -0.229 -0.829
H2 0.777 -0.625 -2.509
H3 -1.704 0.195 -2.989
H4 -2.488 1.272 -1.841
H5 -2.624 -0.461 -1.462
H6 1.140 2.494 1.965
H7 1.125 0.854 2.757
H8 1.539 -1.168 2.218
H9 1.665 -1.954 0.763
H10 0.551 -2.506 1.791

These are the natural (NBO) partial charges, in e, on atoms 1 to 5: number 1, C, carries -0.21; number 2, C, carries 0.06; number 3, C, carries -0.64; number 4, C, carries -0.11; number 5, N, carries -1.11

# 2
# C4H10N3

2 unconnected molecules or ions with the total composition C4H10N3 (the ωB97M-V functional and the def2-TZVPD basis, OMol25).

2S+1: 1
LUMO (spin up / spin down), eV: -4.27 / -4.03
Total charge: +1
Frontier orbital gap (spin up / spin down), eV: 8.8 / 7.7

Positions of all 17 atoms, in Å:
C1 2.244 1.956 -0.204
C2 -1.860 0.614 -0.359
C3 0.860 -1.854 0.216
C4 0.171 -0.717 -0.409
N1 1.044 1.668 -0.143
N2 -3.014 0.733 0.238
N3 -1.010 -0.303 0.170
H1 2.414 3.004 -0.301
H2 3.184 1.406 -0.359
H3 -1.700 0.866 -1.431
H4 1.335 -1.683 1.078
H5 0.237 -2.669 0.209
H6 1.660 -2.093 -0.432
H7 0.246 -0.438 -1.443
H8 -3.671 1.377 -0.018
H9 -2.919 0.674 1.234
H10 -1.331 -0.521 1.065

These are the natural (NBO) partial charges, in e, on atoms 1 to 5: number 1, C, carries -0.17; number 2, C, carries 0.35; number 3, C, carries -0.68; number 4, C, carries 0.14; number 5, N, carries -0.28

# 3
# C4H10N3

A molecular structure, C4H10N3 (the ωB97M-V functional and the def2-TZVPD basis, OMol25).

2S+1: 1
LUMO, eV: -4.14
Total charge: +1
Frontier orbital gap, eV: 10.6

Positions of all 17 atoms, in Å:
C1 -1.451 0.343 -0.713
C2 0.947 0.392 -1.278
C3 -1.080 0.424 0.733
C4 1.429 0.343 0.217
N1 -0.176 -0.410 -0.914
N2 0.211 -1.789 1.333
N3 0.180 -0.240 0.434
H1 -2.279 -0.424 -0.736
H2 -1.501 1.350 -1.203
H3 0.723 1.297 -1.697
H4 1.818 -0.003 -1.931
H5 -0.972 1.398 1.230
H6 -1.681 -0.005 1.597
H7 2.136 -0.336 0.497
H8 1.424 1.387 0.787
H9 -0.515 -2.171 0.792
H10 1.193 -2.008 1.193

These are the natural (NBO) partial charges, in e, on atoms 1 to 5: number 1, C, carries -0.26; number 2, C, carries -0.23; number 3, C, carries -0.27; number 4, C, carries -0.23; number 5, N, carries -0.23

# 4
# C4H10N3O

A gas-phase ion, C4H10N3O (charge +1) (the ωB97M-V functional and the def2-TZVPD basis, OMol25).

2S+1: 1
LUMO, eV: -3.43
Total charge: +1
Frontier orbital gap, eV: 10.6
SMILES string: C=N[C@H](N)/[N+](C)=C\O

Positions of all 18 atoms, in Å:
C1 -2.484 0.757 -0.807
N1 -1.365 0.166 -0.650
C2 -0.436 0.382 0.406
N2 0.175 1.688 0.587
N3 0.709 -0.600 0.160
C3 0.306 -2.004 0.250
C4 1.920 -0.352 -0.163
O1 2.529 0.679 -0.579
H1 -2.971 0.312 -1.776
H2 -2.939 1.570 -0.294
H3 -0.883 0.009 1.410
H4 0.278 1.877 1.572
H5 -0.037 2.391 -0.089
H6 -0.804 -2.110 0.582
H7 0.450 -2.627 -0.675
H8 0.941 -2.399 1.073
H9 2.530 -1.235 -0.052
H10 2.082 1.497 -0.955

These are the natural (NBO) partial charges, in e, on atoms 1 to 5: number 1, C, carries 0.02; number 2, N, carries -0.47; number 3, C, carries 0.25; number 4, N, carries -0.89; number 5, N, carries -0.35

# 5
# C4H10N3O

2 unconnected molecules or ions with the total composition C4H10N3O (the ωB97M-V functional and the def2-TZVPD basis, OMol25).

2S+1: 1
LUMO, eV: -5.37
Total charge: +1
Frontier orbital gap, eV: 8.1

Positions of all 18 atoms, in Å:
N1 1.376 -1.241 -0.567
C1 0.797 -0.610 -1.696
N2 1.187 0.682 -1.892
O1 -0.011 -1.181 -2.382
H1 1.154 -2.224 -0.665
H2 2.382 -1.131 -0.515
H3 0.766 1.139 -2.687
H4 1.673 1.220 -1.195
C2 -1.337 0.435 1.022
C3 -2.562 0.918 0.990
C4 0.669 0.293 2.383
N3 -0.529 0.682 2.175
H5 -0.836 -0.084 0.222
H6 -3.017 1.458 1.808
H7 -3.159 0.763 0.100
H8 1.186 0.695 3.242
H9 1.139 -0.406 1.697
H10 -0.961 1.280 2.875

These are the natural (NBO) partial charges, in e, on atoms 1 to 5: number 1, N, carries -0.91; number 2, C, carries 0.76; number 3, N, carries -0.85; number 4, O, carries -0.60; number 5, H, carries 0.41

# 6
# C4H10N3O5P

2 unconnected molecules or ions with the total composition C4H10N3O5P (the ωB97M-V functional and the def2-TZVPD basis, OMol25).

2S+1: 1
LUMO, eV: 4.78
Total charge: -2
Frontier orbital gap, eV: 8.0

Positions of all 23 atoms, in Å:
C1 -7.560 -1.350 2.604
C2 -8.348 -1.560 1.278
C3 -8.885 -0.201 0.708
C4 7.745 1.392 -1.324
N1 6.726 2.112 -1.669
N2 8.606 0.927 -2.344
N3 -7.868 0.867 0.939
O1 -6.481 -0.703 2.543
O2 10.916 0.282 -3.188
O3 9.658 -1.408 -1.603
O4 -7.951 -2.021 3.571
O5 10.661 0.650 -0.614
P1 10.035 0.023 -2.001
H1 -9.118 -2.391 1.242
H2 -7.565 -1.948 0.618
H3 -9.110 -0.436 -0.325
H4 -9.788 0.064 1.175
H5 8.170 1.232 -0.366
H6 6.113 2.324 -0.927
H7 10.854 -0.068 -0.055
H8 8.289 1.020 -3.218
H9 -7.072 0.165 0.985
H10 -8.028 1.026 1.970

These are the natural (NBO) partial charges, in e, on atoms 1 to 5: number 1, C, carries 0.74; number 2, C, carries -0.54; number 3, C, carries -0.22; number 4, C, carries 0.30; number 5, N, carries -0.77

# 7
# C4H10N3S

A gas-phase ion, C4H10N3S (charge +1) (the ωB97M-V functional and the def2-TZVPD basis, OMol25).

2S+1: 1
LUMO, eV: -3.84
Total charge: +1
Frontier orbital gap, eV: 9.6
SMILES string: [H]/N=N/[C@@H]1SCC[N@H+]1C

Positions of all 18 atoms, in Å:
H1 3.303 1.772 -1.065
N1 2.894 1.039 -0.472
N2 1.683 0.916 -0.705
C1 1.028 -0.139 0.019
S1 0.941 -1.601 -1.115
C2 -0.836 -1.308 -1.423
C3 -1.337 -0.734 -0.115
N3 -0.368 0.326 0.262
C4 -0.572 0.844 1.626
H2 1.534 -0.444 0.944
H3 -1.293 -2.265 -1.664
H4 -0.961 -0.624 -2.263
H5 -2.340 -0.311 -0.201
H6 -1.331 -1.499 0.666
H7 -0.474 1.106 -0.405
H8 -0.452 0.038 2.348
H9 0.154 1.626 1.842
H10 -1.574 1.258 1.720

These are the natural (NBO) partial charges, in e, on atoms 1 to 5: number 1, H, carries 0.35; number 2, N, carries -0.26; number 3, N, carries -0.19; number 4, C, carries -0.08; number 5, S, carries 0.30

Listing energy relative to the best compared isomer or geometry (same formula, charge and spin) for the structures above in their given order: 110.4, 108.6, 158.7, 45.9, 11.8, 0.0, 40.8 kcal per mole.
Listing max |F| for the structures above in their given order: 3.5, 4.1, 8.1, 4.1, 0.5, 6.8, 1.7 eV/Å.